An isolated molecule of CH2FNO in a non-equilibrium geometry, computed with the ωB97M-V functional and the def2-TZVPD basis.

XYZ file:
```
6
CH2FNO | the Open Molecules 2025 dataset | the ωB97M-V functional and the def2-TZVPD basis
F -0.98 0.38 -1.21
O 0.62 -1.03 0.04
N 0.79 0.35 0.43
C -0.46 -0.31 0.14
H 1.23 0.98 -0.25
H -1.20 -0.38 0.85
```

Values from the calculation:
orbital gap	0.43084	Eh
maximum force	0.134	hartree/bohr
structure (SMILES)	F[C@@H]1NO1
HOMO level	-0.3894	hartree



A cluster of 2 separate species, C18H33BClFIN4O9S in total in a non-equilibrium geometry, computed with the ωB97M-V functional and the def2-TZVPD basis.

XYZ file:
```
69
C18H33BClFIN4O9S | the Open Molecules 2025 dataset | the ωB97M-V functional and the def2-TZVPD basis
I 1.40 -4.11 1.94
Cl -2.21 1.14 -2.71
S 0.26 0.29 2.17
F 0.33 0.97 0.79
O 2.49 -3.52 -2.96
O 1.09 -0.87 -0.90
O 1.76 -3.08 -1.00
O 1.50 0.32 2.85
O -0.86 0.85 2.86
O -2.46 1.41 0.36
O 2.70 1.41 0.38
O 1.90 5.98 2.15
O 3.49 4.72 3.11
N 1.50 -3.35 -2.42
N -2.11 -0.70 -0.84
N -1.41 -1.54 1.17
N -0.51 -2.44 -0.91
C 2.50 1.05 -0.98
C -3.28 -1.87 -4.21
C 2.45 -0.46 -1.11
C -2.19 -0.58 -2.30
C -0.10 -1.45 1.81
C -0.98 -3.84 -0.70
C 4.25 1.59 2.23
C 0.55 5.80 1.71
C -1.36 -1.54 -0.23
C 4.08 1.57 0.72
C -3.47 -1.24 -2.83
C 0.42 4.31 1.41
C -4.39 -0.30 0.51
C 0.86 -2.17 -0.46
C -1.83 -4.32 -1.88
C 1.38 3.70 2.43
C 1.05 -2.17 1.08
C 2.41 4.81 2.62
B -2.98 0.22 0.06
H 4.34 2.60 2.61
H -3.21 -2.95 -4.17
H -0.14 -4.51 -0.60
H 0.78 4.10 0.40
H -0.60 3.94 1.49
H 5.17 1.08 2.50
H 4.67 0.75 0.31
H -3.76 -2.01 -2.11
H -1.99 -2.27 1.54
H 1.95 -1.62 1.33
H 3.33 1.43 -1.58
H -1.58 -3.95 0.20
H -4.38 -1.39 0.59
H 3.12 -0.88 -0.37
H -0.20 -1.86 2.81
H -4.28 -0.53 -2.85
H -4.17 -1.67 -4.81
H -1.32 -1.04 -2.76
H -1.57 -3.76 -2.78
H -1.64 -5.37 -2.07
H -4.67 0.11 1.48
H -2.43 -1.47 -4.76
H 1.55 1.48 -1.28
H -2.89 -4.22 -1.68
H -2.86 1.77 1.16
H 1.86 2.80 2.07
H -0.12 6.13 2.51
H 4.44 2.52 0.31
H -5.13 -0.05 -0.25
H 0.38 6.42 0.83
H 0.89 3.51 3.39
H 3.44 1.07 2.72
H 2.78 -0.76 -2.11
```

Values from the calculation:
orbital gap	0.28859	Eh
net charge	+1
maximum force	0.043	hartree/bohr
HOMO level	-0.4338	hartree



A cluster of 2 separate species, CH3NOS in total in a non-equilibrium geometry, computed with the ωB97M-V functional and the def2-TZVPD basis.

XYZ file:
```
7
CH3NOS | the Open Molecules 2025 dataset | the ωB97M-V functional and the def2-TZVPD basis
S -0.92 0.87 2.60
O -0.44 -0.34 -1.06
N -0.70 0.27 0.01
C -0.50 -0.02 1.30
H 1.35 -0.20 -1.64
H -1.11 1.29 0.01
H 0.05 -1.01 1.52
```

Values from the calculation:
orbital gap (alpha / beta)	0.33156 / 0.27101	Eh
maximum force	0.085	hartree/bohr
HOMO level (alpha / beta)	-0.3472 / -0.3455	hartree



An isolated molecule of C3H4N2O, computed with the ωB97M-V functional and the def2-TZVPD basis.

XYZ file:
```
10
C3H4N2O | the Open Molecules 2025 dataset | the ωB97M-V functional and the def2-TZVPD basis
O 1.29 0.63 -0.21
N -0.44 1.23 -1.60
N -0.81 -0.32 0.03
C -0.27 -0.92 1.04
C 0.89 -0.87 1.75
C 0.12 0.54 -0.58
H -0.90 -1.58 1.67
H -1.43 1.13 -1.75
H 1.49 -1.79 1.74
H 0.06 1.96 -2.08
```

Values from the calculation:
orbital gap	0.31222	Eh
maximum force	0.011	hartree/bohr
HOMO level	-0.3407	hartree



A structure of composition C4H15HgNO13P4 in a non-equilibrium geometry, computed with the ωB97M-V functional and the def2-TZVPD basis.

XYZ file:
```
38
C4H15HgNO13P4 | the Open Molecules 2025 dataset | the ωB97M-V functional and the def2-TZVPD basis
Hg 0.30 0.04 -0.54
P 2.97 -1.30 -0.52
P 0.35 -2.65 -1.62
P -1.40 0.49 2.14
P -2.03 2.25 -0.31
O 2.95 -1.96 0.82
O 0.06 0.60 1.72
O -2.32 3.89 -0.32
O 0.07 -4.26 -1.35
O -1.43 0.90 3.74
O 0.19 -0.72 -2.59
O 2.46 0.11 -0.70
O -0.05 -2.08 -0.25
O 2.81 -3.79 -1.23
O -3.13 1.54 -0.98
O -2.27 -0.66 1.87
O 4.53 -1.21 -1.02
O -0.58 2.10 -0.71
N -0.96 3.07 1.98
C -2.08 2.14 1.55
C 2.29 -2.58 -1.73
C -3.44 2.46 2.12
C 2.73 -2.35 -3.16
H -0.11 2.51 1.76
H -3.76 3.47 1.85
H -0.32 -4.32 -0.47
H -1.28 0.09 4.24
H 2.22 -3.04 -3.84
H -0.98 3.93 1.43
H 5.02 -1.86 -0.51
H -4.14 1.75 1.69
H 2.79 -3.69 -0.27
H 2.48 -1.33 -3.45
H -0.59 -0.74 -3.15
H -2.74 4.09 -1.16
H -0.98 3.23 2.99
H 3.81 -2.50 -3.24
H -3.45 2.34 3.21
```

Values from the calculation:
spin multiplicity	2
orbital gap (alpha / beta)	0.24025 / 0.30042	Eh
net charge	-1
maximum force	0.033	hartree/bohr
HOMO level (alpha / beta)	-0.1539 / -0.2144	hartree



A cluster of 3 separate species, C3H10NO4 in total in a non-equilibrium geometry, computed with the ωB97M-V functional and the def2-TZVPD basis.

XYZ file:
```
18
C3H10NO4 | the Open Molecules 2025 dataset | the ωB97M-V functional and the def2-TZVPD basis
O 0.54 -0.64 -0.32
O -2.78 1.72 0.19
O 0.40 -0.26 -3.08
O 3.07 -0.49 0.55
N -0.92 -0.44 1.51
C -0.80 1.02 1.23
C -0.57 -1.19 0.27
C -1.67 1.25 -0.01
H -0.47 -0.76 2.34
H -1.40 -1.17 -0.46
H 1.27 0.11 -3.27
H -1.27 1.46 2.13
H 3.32 0.12 -0.15
H 0.48 -0.43 -2.12
H 0.26 1.24 1.08
H -1.14 1.30 -0.94
H 2.06 -0.65 0.42
H -0.38 -2.19 0.63
```

Values from the calculation:
orbital gap	0.29819	Eh
net charge	-1
maximum force	0.076	hartree/bohr
HOMO level	-0.1549	hartree



An isolated molecule of C5H13N3 in a non-equilibrium geometry, computed with the ωB97M-V functional and the def2-TZVPD basis.

XYZ file:
```
21
C5H13N3 | the Open Molecules 2025 dataset | the ωB97M-V functional and the def2-TZVPD basis
N 0.14 0.66 1.86
N 0.78 -0.20 -2.31
N 2.15 1.05 -0.70
C -1.47 -1.22 1.48
C -0.38 -0.36 0.94
C -0.48 -0.38 -1.62
C 1.82 0.41 -1.89
C -0.86 0.39 -0.37
H 1.46 1.22 0.01
H 0.65 0.36 2.68
H -1.22 -0.13 -2.38
H -0.60 -1.49 -1.46
H -0.50 1.42 2.03
H 2.68 0.38 -2.56
H -1.90 0.69 -0.40
H -1.17 -1.87 2.31
H -1.81 -2.02 0.79
H -2.41 -0.74 1.75
H 0.44 -1.01 0.63
H 3.03 1.50 -0.55
H -0.34 1.35 -0.26
```

Values from the calculation:
orbital gap	0.35615	Eh
maximum force	0.048	hartree/bohr
structure (SMILES)	C[C@H](N)CC/N=C\N
HOMO level	-0.3175	hartree



A cluster of 2 separate species, C2H4N2O2 in total in a non-equilibrium geometry, computed with the ωB97M-V functional and the def2-TZVPD basis.

XYZ file:
```
10
C2H4N2O2 | the Open Molecules 2025 dataset | the ωB97M-V functional and the def2-TZVPD basis
O 0.59 0.29 1.29
O 2.36 -0.27 -0.06
N 0.43 -0.51 -1.96
N 0.12 -0.33 -0.81
C 1.20 -0.10 0.26
C -1.38 0.35 0.78
H -1.83 0.77 -0.11
H 1.49 -0.53 -2.02
H -1.37 1.02 1.62
H -1.61 -0.68 1.00
```

Values from the calculation:
orbital gap (alpha / beta)	0.32144 / 0.32147	Eh
maximum force	0.025	hartree/bohr
HOMO level (alpha / beta)	-0.3526 / -0.3526	hartree



A cluster of 2 separate species, C6H6F3O3P in total in a non-equilibrium geometry, computed with the ωB97M-V functional and the def2-TZVPD basis.

XYZ file:
```
19
C6H6F3O3P | the Open Molecules 2025 dataset | the ωB97M-V functional and the def2-TZVPD basis
P -0.69 1.76 -0.52
F 2.28 2.31 0.03
F 2.16 0.77 1.48
F 3.15 0.46 -0.39
O -2.02 1.06 -0.32
O -0.33 2.01 -1.97
O -0.39 2.96 0.33
C -0.77 -1.42 -1.30
C 0.54 0.39 -0.06
C -1.12 -0.49 1.91
C 1.93 0.92 0.19
C -0.86 -1.66 2.07
C 0.38 -0.89 -0.50
H -0.97 -2.71 2.34
H -1.07 0.45 1.42
H -1.38 -2.24 -0.88
H -0.44 -1.60 -2.31
H -1.52 -0.48 -1.28
H 1.14 -1.59 -0.25
```

Values from the calculation:
orbital gap	0.21938	Eh
net charge	-2
maximum force	0.077	hartree/bohr
HOMO level	0.0054	hartree



A cluster of 5 separate species, H9O5 in total in a non-equilibrium geometry, computed with the ωB97M-V functional and the def2-TZVPD basis.

XYZ file:
```
14
H9O5 | the Open Molecules 2025 dataset | the ωB97M-V functional and the def2-TZVPD basis
O 0.85 -0.93 -1.92
O -2.63 -2.69 0.28
O 1.15 1.19 -0.68
O 2.02 1.52 1.83
O -1.26 0.80 0.42
H -2.83 -2.20 1.08
H 1.21 1.76 -1.36
H -1.97 -2.12 -0.24
H -1.06 -0.07 0.15
H -0.35 1.17 -0.05
H 1.22 1.90 2.05
H 0.91 -1.49 -1.12
H 1.80 1.19 0.86
H 0.94 -0.02 -1.31
```

Values from the calculation:
spin multiplicity	2
orbital gap (alpha / beta)	0.09886 / 0.34123	Eh
net charge	-2
maximum force	0.104	hartree/bohr
HOMO level (alpha / beta)	0.1511 / -0.0936	hartree



A structure of composition C4H22BO19Rb in a non-equilibrium geometry, computed with the ωB97M-V functional and the def2-TZVPD basis.

XYZ file:
```
47
C4H22BO19Rb | the Open Molecules 2025 dataset | the ωB97M-V functional and the def2-TZVPD basis
Rb -20.32 -21.44 1.31
O -17.96 -19.94 0.84
O -16.21 -22.02 6.53
O -15.00 -18.41 1.20
O -14.45 -23.43 2.10
O -15.30 -21.42 4.32
O -12.00 -23.76 9.62
O -14.72 -18.64 4.24
O -12.49 -22.21 4.39
O -16.17 -20.46 2.68
O -13.66 -24.08 7.37
O -17.00 -23.11 4.51
O -14.82 -23.54 5.58
O -16.96 -19.37 5.69
O -18.15 -22.47 2.75
O -13.72 -20.46 9.54
O -17.04 -19.93 8.55
O -15.56 -22.19 8.61
O -10.55 -24.03 6.49
O -12.23 -25.03 3.90
C -15.55 -22.59 7.41
C -17.13 -22.46 3.44
C -16.17 -21.39 3.41
C -14.67 -23.52 6.83
B -15.82 -22.49 5.21
H -16.12 -19.09 5.39
H -12.59 -23.16 10.02
H -13.83 -23.87 1.54
H -16.81 -19.66 9.43
H -14.38 -21.07 9.32
H -12.89 -25.03 3.23
H -13.27 -20.78 10.33
H -13.87 -18.71 4.64
H -17.11 -20.19 1.20
H -17.76 -19.63 -0.05
H -13.37 -22.04 3.97
H -14.80 -19.39 3.70
H -14.86 -22.78 1.47
H -12.49 -21.95 5.31
H -11.02 -24.74 6.13
H -12.31 -24.07 4.06
H -15.61 -18.82 1.79
H -16.66 -20.80 8.46
H -11.20 -23.36 6.32
H -16.64 -20.18 6.08
H -15.57 -17.77 0.76
H -12.55 -24.09 8.95
```

Values from the calculation:
orbital gap	0.30534	Eh
maximum force	0.185	hartree/bohr
HOMO level	-0.3657	hartree



A cluster of 2 separate species, CHCl2FS in total, computed with the ωB97M-V functional and the def2-TZVPD basis.

XYZ file:
```
6
CHCl2FS | the Open Molecules 2025 dataset | the ωB97M-V functional and the def2-TZVPD basis
Cl -0.28 1.47 -0.61
Cl 2.02 -1.04 -0.34
S -2.37 -0.64 -0.49
F -0.63 -0.10 1.32
C -1.12 0.17 0.12
H 2.38 0.14 0.00
```

Values from the calculation:
orbital gap (alpha / beta)	0.34375 / 0.34373	Eh
maximum force	0.014	hartree/bohr
structure (SMILES)	FC(=S)Cl.Cl
HOMO level (alpha / beta)	-0.3632 / -0.3632	hartree



A structure of composition C4H7O2V in a non-equilibrium geometry, computed with the ωB97M-V functional and the def2-TZVPD basis.

XYZ file:
```
14
C4H7O2V | the Open Molecules 2025 dataset | the ωB97M-V functional and the def2-TZVPD basis
V -1.56 2.56 -0.85
O 2.03 1.20 -0.40
O -0.01 -0.29 0.82
C -0.92 -0.15 -0.30
C 2.24 0.08 -0.02
C -2.03 0.80 0.05
C 1.21 -0.87 0.53
H -2.99 0.41 -0.32
H 1.11 -1.70 -0.20
H -2.19 0.94 1.13
H -1.47 -1.08 -0.53
H 3.25 -0.39 -0.17
H -0.30 -0.21 -1.20
H 1.64 -1.30 1.45
```

Values from the calculation:
spin multiplicity	5
orbital gap (alpha / beta)	0.25614 / 0.30025	Eh
maximum force	0.045	hartree/bohr
HOMO level (alpha / beta)	-0.2366 / -0.3003	hartree



A structure of composition C14H25NO8 in a non-equilibrium geometry, computed with the ωB97M-V functional and the def2-TZVPD basis.

XYZ file:
```
48
C14H25NO8 | the Open Molecules 2025 dataset | the ωB97M-V functional and the def2-TZVPD basis
O -15.74 -12.08 10.28
O -15.85 -13.77 4.04
O -16.16 -11.28 7.96
O -13.33 -10.67 7.78
O -13.34 -10.28 9.07
O -13.00 -12.96 3.81
O -18.54 -7.70 7.78
O -15.25 -10.16 8.80
N -16.84 -9.49 9.79
C -13.74 -12.67 4.86
C -16.87 -10.10 11.17
C -15.53 -11.66 6.94
C -19.06 -6.99 6.64
C -15.23 -12.95 4.86
C -13.64 -10.16 10.50
C -17.92 -9.89 8.84
C -16.81 -11.68 11.12
C -13.94 -11.31 6.85
C -18.03 -9.00 7.58
C -15.69 -13.51 10.26
C -13.07 -11.41 11.25
C -16.03 -12.51 5.89
C -13.18 -11.92 5.84
H -17.70 -9.63 11.71
H -18.89 -9.98 9.33
H -16.05 -10.41 9.26
H -17.78 -11.95 10.70
H -13.42 -12.32 10.76
H -16.05 -9.73 11.78
H -14.97 -13.89 9.53
H -14.71 -10.16 10.66
H -15.31 -13.77 11.25
H -11.99 -11.45 11.31
H -18.52 -9.51 6.75
H -16.66 -14.00 10.15
H -13.29 -9.24 10.95
H -13.39 -11.27 12.28
H -14.57 -10.31 9.47
H -19.91 -6.32 6.77
H -17.08 -8.79 7.09
H -16.78 -12.14 12.11
H -19.55 -7.68 5.96
H -17.70 -10.90 8.49
H -15.10 -10.76 8.06
H -12.12 -11.77 5.69
H -17.11 -12.52 5.83
H -18.29 -6.38 6.16
H -16.81 -8.49 9.72
```

Values from the calculation:
orbital gap	0.08013	Eh
net charge	-2
maximum force	0.370	hartree/bohr
HOMO level	0.0870	hartree



An isolated molecule of C2H2N6 in a non-equilibrium geometry, computed with the ωB97M-V functional and the def2-TZVPD basis.

XYZ file:
```
10
C2H2N6 | the Open Molecules 2025 dataset | the ωB97M-V functional and the def2-TZVPD basis
N -1.54 0.74 0.43
N 0.55 -0.74 -0.83
N 2.12 0.22 0.58
N -0.83 1.55 -0.49
N -0.58 -1.23 -0.58
N 0.39 1.52 -0.57
C 1.03 0.30 -0.04
C -1.38 -0.56 0.37
H -2.20 -1.09 0.81
H 2.44 -0.71 0.31
```

Values from the calculation:
orbital gap	0.31779	Eh
maximum force	0.042	hartree/bohr
structure (SMILES)	[H]/N=c1\nncnnn1
HOMO level	-0.3738	hartree